1.
Formula: C2H8N3O
Source: OMol25
Level of theory: the ωB97M-V functional and the def2-TZVPD basis

XYZ file:
```
14
Properties=species:S:1:pos:R:3:lowdin_charge:R:1
O 0.81974 -1.72462 -0.99115 -0.002
N 0.84314 1.50069 0.77261 0.176
N -0.64277 -0.17493 0.49998 0.075
N -1.16377 1.68243 -0.57254 0.197
C -0.20705 1.15463 0.23303 -0.522
C 0.18691 -1.08915 0.84134 0.086
H 1.29626 2.39726 0.43500 0.123
H -2.04118 1.28917 -0.36421 0.095
H 1.79019 -1.92976 -0.80170 0.143
H -1.08136 2.57747 -0.91213 0.095
H 0.00259 -2.04953 1.19583 0.111
H 1.28151 -0.77981 1.02190 0.158
H 0.49035 -2.43314 -1.53101 0.089
H -1.57456 -0.42070 0.17305 0.175
```

Properties
orbital gap = 9.99 eV
energy above the lowest of the compared OMol25 structures with the same formula, charge and spin = 283.9 kJ/mol
LUMO level = -4.17 eV
2S+1 = 1
total charge = +1
HOMO energy = -14.16 eV
maximum force = 3.5 eV/A
DFT total energy = -320.21643 Ha

=====

2.
Formula: C2H8N3O2
Source: OMol25
Level of theory: the ωB97M-V functional and the def2-TZVPD basis

XYZ file:
```
15
Properties=species:S:1:pos:R:3:lowdin_charge:R:1
O -2.48150 1.36557 0.62004 0.074
O -0.02600 1.94436 0.77749 0.099
N -0.53530 0.42989 0.32804 -0.021
N 0.42134 -0.35738 -0.00312 -0.169
N -1.73354 0.32407 0.34845 0.044
C 1.80661 0.03606 -0.01321 -0.002
C 0.12013 -1.61143 -0.76550 0.040
H 0.36058 -2.52040 -0.22728 0.100
H -0.87889 2.31689 1.01504 0.070
H 1.84441 0.97245 0.62542 0.114
H 2.34011 -0.92474 0.33196 0.141
H -3.38516 0.92926 0.69340 0.193
H 0.90577 -1.55465 -1.58556 0.122
H -0.90133 -1.62875 -1.11862 0.089
H 2.14277 0.27880 -1.02656 0.105
```

Properties
orbital gap = 9.03 eV
energy above the lowest of the compared OMol25 structures with the same formula, charge and spin = 790.8 kJ/mol
LUMO level = -5.33 eV
2S+1 = 1
total charge = +1
structure (SMILES) = CN(C)/[N+](O)=N/O
HOMO energy = -14.36 eV
maximum force = 6.8 eV/A
DFT total energy = -395.25611 Ha

=====

3.
Formula: C2H8N3S
Source: OMol25
Level of theory: the ωB97M-V functional and the def2-TZVPD basis

XYZ file:
```
14
Properties=species:S:1:pos:R:3:lowdin_charge:R:1
S 1.66066 0.97670 -1.66035 0.993
N -0.87461 0.82624 -1.40284 0.144
N -1.32160 -0.84216 0.57832 0.009
N 1.12330 -0.11252 1.24772 0.065
C 0.21129 0.44100 -0.87248 -0.593
C 0.12866 -0.52670 0.32777 -0.440
H 0.99712 0.79599 1.63394 0.089
H 2.59421 0.48311 -0.93341 -0.120
H 1.13627 -0.62737 2.09592 0.090
H 0.44773 -1.56445 -0.20669 0.206
H -1.48541 -1.81168 0.88581 0.091
H -1.80382 0.46978 -1.05965 0.158
H -1.84658 -0.19180 1.32328 0.154
H -0.96722 1.68386 -1.95733 0.154
```

Properties
orbital gap = 9.78 eV
energy above the lowest of the compared OMol25 structures with the same formula, charge and spin = 43.0 kJ/mol
LUMO level = -4.44 eV
2S+1 = 1
total charge = +1
HOMO energy = -14.22 eV
maximum force = 4.0 eV/A
DFT total energy = -643.18520 Ha